# 1
# C37H53AsF6I2KN11O4PSSi

A molecular structure, C37H53AsF6I2KN11O4PSSi at a distorted geometry (the ωB97M-V functional and the def2-TZVPD basis, the OMol25 dataset).

```
118
Properties=species:S:1:pos:R:3:forces:R:3
K -10.399574 1.483213 -20.122881 -0.428 0.175 -0.284
C -14.886625 -1.430739 -18.709002 0.093 0.561 0.238
O -15.547120 -0.354707 -17.998507 0.155 -2.486 -0.095
C -15.329386 0.935411 -18.267372 0.439 2.145 -0.587
C -15.986892 1.820446 -17.413293 0.085 -1.300 -0.372
C -15.955594 3.166585 -17.615625 0.747 1.976 -0.924
C -15.204897 3.698369 -18.701174 -0.792 0.266 1.277
C -14.482708 2.896423 -19.535163 0.513 -2.254 -0.314
C -13.709170 3.511512 -20.641342 -0.007 1.067 -0.310
N -12.451699 3.455127 -20.851356 0.311 -0.607 1.171
N -11.953929 4.283048 -21.828511 0.348 0.224 -0.917
C -10.640442 4.480243 -21.780005 -0.625 -0.041 -0.036
O -9.797678 4.174689 -20.897141 0.127 -0.565 0.331
C -10.071642 5.190199 -22.996131 -0.207 -0.212 0.003
C -8.857622 4.744666 -23.511739 0.185 0.179 -0.386
C -8.269683 5.390023 -24.602651 -0.503 0.141 0.206
C -8.910565 6.480303 -25.198093 0.847 -0.032 0.009
C -10.096704 6.944799 -24.650994 -0.046 0.374 -0.709
C -10.689805 6.280474 -23.598737 -0.303 0.021 0.596
C -14.482870 1.424451 -19.346863 -0.338 1.404 0.689
O -13.771834 0.676084 -20.056820 0.601 -0.753 -0.669
H -15.262732 -2.331788 -18.223164 -0.080 -0.042 -0.069
H -13.794000 -1.393840 -18.601513 -0.490 0.113 0.094
H -15.090209 -1.449629 -19.788138 -0.165 0.139 0.419
H -16.570304 1.397073 -16.601995 0.015 -0.071 0.022
H -16.452351 3.846257 -16.938270 -0.110 0.048 0.068
H -15.116027 4.776005 -18.829135 -0.230 -0.027 0.018
H -14.247886 4.244942 -21.269962 -0.080 -0.122 0.169
H -8.387351 3.875139 -23.066877 -0.001 0.070 0.063
H -7.298722 5.077698 -24.957605 0.043 -0.199 -0.180
H -8.426419 6.980597 -26.051186 -0.363 -0.173 0.451
H -10.553051 7.841784 -25.075530 -0.038 -0.289 0.105
H -11.635604 6.613344 -23.183440 0.062 -0.008 -0.070
N -9.259364 -1.056791 -18.730682 0.087 -0.102 0.094
N -9.457949 -2.320942 -19.295468 0.269 0.607 0.730
C -10.502134 -2.619265 -20.054701 -1.352 0.601 0.015
N -10.478687 -3.856294 -20.550448 0.714 -0.421 -0.096
S -11.827381 -1.543267 -20.192226 0.472 0.140 -0.238
H -8.349913 -0.690952 -18.992030 -0.035 0.043 -0.206
H -9.367600 -1.064468 -17.712710 0.014 -0.212 -0.521
H -8.782949 -3.052694 -19.184256 0.525 -0.032 0.114
H -9.542075 -4.198162 -20.796697 -0.611 -0.052 -0.094
H -11.252830 -4.121909 -21.120201 -0.251 -0.028 -0.450
I -13.521937 -2.101130 -22.347614 -0.120 -0.547 0.176
I -15.624643 -3.049587 -24.078150 0.328 0.226 0.076
F -8.200454 -1.426289 -21.758059 0.026 -0.187 0.002
As -7.550394 -2.770170 -22.646935 0.166 -0.779 0.369
F -7.797647 -3.851782 -21.207922 0.047 0.534 -0.408
F -5.973001 -2.411365 -21.997265 -0.137 0.102 -0.104
F -6.898359 -4.163364 -23.448706 -0.012 0.217 -0.109
F -7.268948 -1.760179 -24.024725 0.003 -0.089 0.093
F -9.139311 -3.181407 -23.209546 0.248 0.087 0.169
N -10.394308 3.293330 -27.923428 0.048 -0.127 0.059
C -10.508565 2.708002 -26.939667 -0.073 -0.014 0.011
C -10.693275 2.013645 -25.688323 -0.155 -0.307 0.494
C -9.665297 1.269908 -25.103491 -0.432 -0.086 1.010
C -9.909971 0.725835 -23.816991 0.523 0.164 -0.813
N -11.053527 0.886965 -23.164246 0.267 -0.180 0.301
C -12.045523 1.544716 -23.751866 0.026 -0.011 -0.451
C -11.923105 2.102880 -25.019475 0.115 0.237 -0.020
H -8.700746 1.148031 -25.575619 -0.030 -0.009 -0.039
H -9.138352 0.137736 -23.295717 -0.366 0.347 -0.366
H -12.970651 1.602379 -23.193824 -0.033 0.149 0.066
H -12.757019 2.647867 -25.452752 0.195 -0.057 0.053
C -11.815481 3.648931 -16.846857 0.108 -0.336 -0.031
Si -10.601146 2.404340 -16.086390 0.184 2.529 0.509
C -10.526821 2.824692 -14.191313 0.607 -0.423 -0.541
C -8.909599 2.855002 -16.831977 0.124 -0.547 0.107
N -10.998037 0.818389 -16.518522 -0.150 -1.326 0.069
C -11.034400 -0.337773 -15.868278 0.035 -0.683 0.461
C -10.510813 -0.600005 -14.542262 -0.811 -0.465 -0.467
C -10.622289 -1.842353 -13.929856 0.489 0.635 -0.047
C -11.192727 -2.931807 -14.585528 0.079 0.334 -0.213
C -11.657458 -2.732449 -15.884415 0.119 0.108 -0.465
C -11.592321 -1.492243 -16.506637 -0.042 -0.233 -0.291
H -11.760860 4.638001 -16.362145 0.017 -0.399 0.102
H -12.848795 3.277906 -16.797332 0.143 0.194 -0.118
H -11.561306 3.836523 -17.902396 -0.192 -0.262 0.138
H -10.298929 3.888360 -14.096101 -0.150 0.075 -0.047
H -9.728783 2.302345 -13.648388 0.011 0.008 -0.170
H -11.441262 2.607532 -13.652162 -0.365 0.038 -0.038
H -8.797766 3.947406 -16.867802 -0.017 -0.232 0.230
H -8.778788 2.511612 -17.870968 -0.126 0.000 0.284
H -8.103261 2.397564 -16.228367 -0.137 0.326 -0.259
H -10.075162 0.220271 -14.033093 0.439 0.530 0.526
H -10.184604 -1.975279 -12.945496 -0.128 0.043 0.007
H -11.225233 -3.906471 -14.106472 -0.059 0.136 -0.128
H -12.003586 -3.579200 -16.463089 -0.246 0.030 0.022
H -11.933080 -1.370327 -17.535571 -0.001 -0.020 0.259
C -6.576560 4.610958 -20.748202 -0.148 -0.351 0.354
N -6.019068 3.464746 -19.985902 -0.380 0.087 -0.431
C -5.889080 3.735527 -18.563730 0.146 0.095 0.028
P -6.254423 1.911329 -20.544103 0.524 0.223 -0.881
O -7.564183 1.238788 -20.441781 -0.153 -0.205 0.387
N -5.845227 2.099509 -22.186331 0.398 -0.030 0.885
C -6.151596 1.024514 -23.125628 -0.270 -0.415 0.468
C -4.645348 2.850265 -22.536166 -0.318 -0.283 -0.431
N -5.086160 1.064546 -19.683736 -0.314 -0.066 -0.176
C -5.323929 -0.266074 -19.104162 -0.039 0.324 -1.156
C -3.782665 1.640083 -19.472001 0.745 -0.118 -0.100
H -5.850028 5.428662 -20.813024 0.077 -0.088 0.134
H -7.490781 4.958544 -20.252641 0.083 -0.001 -0.264
H -6.839998 4.304790 -21.760702 0.042 0.038 0.278
H -4.995158 4.346737 -18.362791 -0.250 0.099 -0.076
H -5.775107 2.833287 -17.975034 0.009 -0.336 -0.086
H -6.782551 4.232044 -18.181574 0.061 0.171 -0.042
H -7.002964 0.446569 -22.750834 0.270 0.159 -0.079
H -5.311072 0.325016 -23.282091 -0.143 0.233 0.166
H -6.428800 1.438190 -24.089782 -0.028 0.191 -0.228
H -4.429216 3.579204 -21.781265 0.111 0.400 0.351
H -4.816515 3.387296 -23.473082 0.018 -0.031 -0.083
H -3.756107 2.221424 -22.666856 -0.062 -0.172 -0.002
H -6.182780 -0.729090 -19.616173 0.241 0.227 0.380
H -5.479246 -0.171686 -18.038478 -0.167 -0.191 0.462
H -4.468279 -0.928095 -19.296039 -0.063 0.221 0.058
H -3.732065 2.649887 -19.882597 -0.102 -0.130 0.096
H -2.971838 1.066142 -19.968863 -0.387 0.033 0.233
H -3.531110 1.713624 -18.402887 -0.068 -0.083 -0.068
```
Positions in Å, forces in eV/Å.

charge	-2
E	-7404.658682	hartree
E_HOMO (spin up / spin down)	-0.042 / -0.039	hartree
maximum force	2.6	eV/A
spin multiplicity	2

Atomic partial charges in e from the Löwdin method, atoms 1 to 8:
1. K 0.550
2. C -0.095
3. O -0.097
4. C -0.245
5. C -0.082
6. C -0.168
7. C -0.117
8. C -0.164

# 2
# C37H53KN11O5PSe2

A molecular structure, C37H53KN11O5PSe2 (the ωB97M-V functional and the def2-TZVPD basis, the OMol25 dataset).

```
110
Properties=species:S:1:pos:R:3:forces:R:3
K -0.384472 1.461478 0.788209 0.144 -0.665 -0.530
N 0.940587 -1.473975 2.315548 -0.042 -0.083 0.107
N 1.471705 -1.136914 3.563775 0.044 -0.037 0.038
C 1.271680 0.090838 4.087031 -0.016 0.043 -0.022
N 1.669720 0.278938 5.348970 -0.033 0.040 -0.015
N 0.731297 0.979506 3.260072 0.076 0.130 0.103
N 0.534783 2.257146 3.682392 0.014 0.032 0.079
O 0.133747 3.007657 2.807177 0.070 0.281 0.294
O 0.718368 2.628402 4.840005 0.030 -0.068 0.017
H 0.249982 -2.214692 2.462732 -0.047 0.068 -0.184
H 1.686367 -1.793762 1.711607 0.012 -0.025 -0.022
H 1.726420 -1.880779 4.196564 -0.012 -0.004 -0.002
H 2.082337 -0.470409 5.874078 -0.002 0.006 0.001
H 1.512583 1.188530 5.755483 0.006 0.007 -0.001
C -2.805862 5.052268 1.106110 0.000 -0.005 0.008
O -3.513769 4.233842 0.166663 -0.022 0.021 -0.028
C -2.749444 3.344866 -0.478385 0.014 0.038 -0.011
O -1.537728 3.330293 -0.370155 -0.173 0.303 -0.051
H -3.553522 5.718864 1.524778 -0.001 0.000 0.000
H -2.020972 5.616936 0.607766 -0.001 0.001 -0.001
H -2.371015 4.435386 1.892570 0.004 0.005 -0.002
C -3.948864 -1.478840 -0.692344 -0.029 -0.022 -0.016
O -2.525993 -1.567144 -0.573356 -0.113 0.015 0.061
H -4.285121 -1.796285 -1.678684 0.000 0.005 -0.019
H -4.297277 -0.454740 -0.531480 0.004 0.006 0.004
H -4.375905 -2.129092 0.070223 -0.005 -0.018 0.022
H -2.112054 -1.153825 -1.353273 0.023 -0.029 0.005
Se -1.255586 -0.032500 -3.254576 0.034 -0.008 0.019
N -3.004902 -0.141161 -3.745515 0.002 -0.029 -0.005
C -3.688999 0.739307 -3.028148 -0.022 0.009 0.022
C -5.063252 0.953877 -3.072825 0.018 -0.008 -0.012
C -5.636210 1.861516 -2.152061 -0.011 0.010 0.027
C -4.931549 2.587193 -1.265000 -0.004 0.004 -0.018
N -3.496121 2.479952 -1.245091 0.010 -0.024 -0.020
C -2.866116 1.506233 -2.046005 0.006 0.002 -0.010
N -1.608780 1.234825 -1.966328 -0.047 0.041 0.091
H -5.673115 0.393394 -3.764953 0.001 0.002 -0.005
H -6.711508 1.991303 -2.137510 -0.001 0.001 0.001
H -5.348683 3.295646 -0.577079 -0.004 -0.003 0.001
N -2.423713 0.089596 2.163813 -0.045 -0.079 0.038
C -3.107775 1.109431 2.838869 0.003 -0.033 -0.009
C -2.669739 1.553448 4.086542 -0.003 -0.002 0.013
C -3.297655 2.618387 4.712038 0.004 0.000 -0.005
C -4.375848 3.254018 4.111309 -0.003 -0.002 0.005
C -4.817094 2.807171 2.873322 -0.009 0.001 -0.004
C -4.191207 1.747856 2.236415 0.021 0.024 -0.012
H -2.980907 -0.432187 1.501529 0.036 0.022 -0.023
H -1.917838 -0.550095 2.761683 -0.024 -0.026 -0.003
H -1.835987 1.053854 4.568825 -0.003 -0.002 -0.002
H -2.938114 2.952523 5.677116 -0.002 0.000 0.000
H -4.866194 4.083616 4.602717 0.000 0.000 -0.001
H -5.655090 3.290627 2.386521 0.000 0.001 0.001
H -4.540471 1.420681 1.262060 -0.003 -0.003 -0.004
C 3.105094 2.786207 0.499218 -0.021 -0.034 -0.023
C 3.795459 1.497413 0.028346 0.001 0.007 -0.002
C 4.002485 0.592333 1.246752 -0.003 0.011 -0.007
C 5.147198 1.887978 -0.569162 -0.003 -0.003 0.002
P 2.533129 0.682980 -1.110971 0.006 -0.004 0.032
C 2.550144 1.794032 -2.567803 -0.002 -0.007 0.003
C 1.396226 2.552250 -2.765050 0.001 0.011 -0.008
C 1.297229 3.439310 -3.830397 -0.002 -0.004 -0.003
C 2.347978 3.572043 -4.721699 0.002 -0.001 -0.001
C 3.502207 2.817729 -4.543922 -0.003 0.000 0.003
C 3.602464 1.941585 -3.476075 0.006 -0.007 -0.002
C 3.173353 -0.985475 -1.726983 -0.015 -0.023 -0.012
C 2.697942 -2.035996 -0.710661 -0.015 0.000 -0.001
C 2.441187 -1.269007 -3.044374 0.002 -0.010 0.007
C 4.675859 -1.174977 -1.937134 -0.008 0.016 0.003
H 3.756672 3.316576 1.199508 0.003 -0.005 -0.001
H 2.166948 2.576820 1.016152 0.015 0.018 0.053
H 2.891587 3.456340 -0.335439 0.000 0.000 0.001
H 4.553402 1.139302 2.017984 0.002 -0.001 0.000
H 4.580375 -0.300476 1.001749 -0.001 -0.002 -0.005
H 3.044181 0.284388 1.674391 -0.001 -0.003 0.002
H 5.750384 2.371853 0.205657 0.002 -0.003 0.002
H 5.027531 2.603257 -1.382434 0.000 0.001 0.003
H 5.711890 1.034672 -0.939422 -0.003 -0.008 -0.005
H 0.549563 2.440460 -2.097221 0.003 -0.001 0.003
H 0.387450 4.010085 -3.964724 0.000 0.002 0.000
H 2.270512 4.254692 -5.558270 0.000 0.001 0.000
H 4.325876 2.913378 -5.240237 0.000 0.000 0.001
H 4.511674 1.368604 -3.355525 -0.001 -0.001 0.002
H 1.617283 -1.968864 -0.558589 0.004 -0.004 -0.008
H 3.201998 -1.918481 0.251718 0.012 -0.003 0.008
H 2.927464 -3.038854 -1.084321 -0.008 0.002 0.002
H 1.361785 -1.142708 -2.935793 0.017 -0.012 0.003
H 2.628557 -2.305828 -3.341339 -0.011 0.011 0.010
H 2.776943 -0.615908 -3.848536 0.002 0.007 -0.011
H 5.236923 -1.077211 -1.007470 0.001 0.005 0.006
H 5.090931 -0.478299 -2.663742 -0.002 0.003 0.000
H 4.852088 -2.185519 -2.319152 0.001 0.000 0.000
C 0.308107 -6.436191 2.095999 0.016 0.030 -0.003
N -0.152123 -5.498633 1.095433 0.006 0.029 0.008
C -0.941227 -4.414499 1.316430 -0.140 -0.081 -0.073
Se -1.597791 -3.813408 2.931173 0.046 0.012 0.119
N -1.190306 -3.850800 0.121042 0.051 0.185 0.050
C -0.544019 -4.547986 -0.885235 -0.037 -0.064 -0.013
C -0.490772 -4.358543 -2.257475 0.005 0.008 -0.003
C 0.252502 -5.276550 -2.982945 0.001 0.011 -0.008
C 0.911818 -6.341707 -2.361700 0.005 0.011 -0.003
C 0.854371 -6.528911 -0.988752 0.002 0.012 0.003
C 0.113412 -5.607550 -0.265229 0.008 0.005 -0.033
H -0.036556 -6.089967 3.066465 -0.005 0.001 0.004
H 1.397190 -6.485488 2.086369 0.007 -0.005 0.005
H -0.099910 -7.427318 1.896473 -0.002 0.005 -0.005
H -1.767389 -3.003109 -0.016834 0.131 -0.066 -0.038
H -1.007064 -3.534593 -2.733908 0.017 0.000 0.008
H 0.318313 -5.169740 -4.057428 0.006 0.003 0.004
H 1.475939 -7.038495 -2.966892 0.003 0.002 -0.001
H 1.360433 -7.356185 -0.509772 0.001 -0.003 0.001
```
Positions in Å, forces in eV/Å.

E	-8164.344011	hartree
E_HOMO	-0.187	hartree
maximum force	0.9	eV/A
spin multiplicity	1

Atomic partial charges in e from the Löwdin method, atoms 1 to 8:
1. K 0.666
2. N 0.061
3. N -0.012
4. C -0.399
5. N 0.200
6. N 0.094
7. N -0.434
8. O -0.037